The following is a DFT calculation (wB97M-V/def2-TZVPD) of a 2-piece molecular cluster, C6H14N2O2 overall.

Geometry as ORCA input:
```
! wB97M-V def2-TZVPD RIJCOSX def2/J DEFGRID3
* xyz 0 1
C -2.45 -1.92 -0.37
N -1.19 -2.59 -0.12
C -0.03 -2.13 -0.62
C 1.20 -2.89 -0.23
O 0.04 -1.08 -1.25
H -2.86 -1.51 0.54
H -2.27 -1.07 -1.02
H -3.14 -2.56 -0.91
H -1.19 -3.34 0.55
H 2.07 -2.22 -0.29
H 1.24 -3.23 0.81
H 1.45 -3.64 -0.98
C -0.37 2.56 -1.25
N 0.51 1.74 -0.41
C 0.81 2.24 0.83
C 0.76 1.22 1.98
O 0.90 3.41 1.14
H 0.08 2.66 -2.22
H -1.35 2.09 -1.26
H -0.40 3.56 -0.84
H 0.26 0.77 -0.31
H 0.48 0.18 1.78
H 1.73 1.24 2.49
H 0.08 1.65 2.71
*
```

The energy above the lowest of the compared OMol25 structures with the same formula, charge and spin is 20.8 kcal per mole. Its LUMO energy is 0.56 eV. For the HOMO energy, the calculation gives -9.21 eV. For the HOMO-LUMO gap, the calculation gives 0.35888 Ha. As for the structure (SMILES): CNC(C)=O.CNC(C)=O.

These are the Mulliken partial charges, in e, on atoms 1 to 5:
1. C -0.87
2. N -0.19
3. C 0.74
4. C -1.20
5. O -0.69